# 1
C26H31N2 | wB97M-V/def2-TZVPD

CARTESIAN COORDINATES (ANGSTROEM)
C  -0.859  0.839  -3.440
N  0.269  0.223  -2.786
C  1.514  0.224  -3.408
C  2.429  -0.857  -3.193
C  3.729  -0.760  -3.694
C  4.126  0.347  -4.456
C  3.178  1.332  -4.789
C  1.878  1.271  -4.293
C  0.071  -0.431  -1.524
H  -0.593  1.002  -4.489
H  -1.709  0.146  -3.371
H  -1.198  1.825  -3.033
H  2.085  -1.784  -2.704
H  4.428  -1.586  -3.477
H  5.158  0.434  -4.781
H  3.461  2.165  -5.432
H  1.133  2.018  -4.587
H  0.973  -0.971  -1.253
H  -0.842  -1.025  -1.575
C  -0.602  4.480  4.001
C  0.404  3.592  4.345
C  0.712  2.470  3.536
C  1.708  1.546  3.925
C  1.973  0.432  3.137
C  1.204  0.184  1.981
C  0.188  1.040  1.549
C  -0.724  0.659  0.421
C  -1.414  -0.643  0.791
C  -2.658  -1.124  0.093
C  -2.670  -2.654  0.265
C  -1.590  -3.264  -0.636
C  -0.250  -2.837  -0.134
N  -0.390  -1.704  0.868
C  -0.903  -2.479  2.117
C  -2.276  -3.002  1.745
C  -0.047  2.237  2.324
C  -1.080  3.150  2.020
C  -1.354  4.253  2.830
H  -0.807  5.350  4.630
H  1.000  3.737  5.259
H  2.254  1.737  4.845
H  2.746  -0.269  3.438
H  1.424  -0.723  1.424
H  -1.475  1.419  0.182
H  -0.065  0.436  -0.685
H  -1.738  -0.488  1.834
H  -3.524  -0.668  0.596
H  -2.695  -0.826  -0.957
H  -3.659  -3.054  0.028
H  -1.645  -4.356  -0.589
H  -1.693  -2.971  -1.680
H  0.213  -3.651  0.443
H  0.466  -2.603  -0.927
H  -0.191  -3.285  2.335
H  -0.926  -1.775  2.964
H  -3.036  -2.610  2.426
H  -2.264  -4.092  1.847
H  -1.695  3.004  1.136
H  -2.154  4.938  2.555

The multiplicity is 1. The calculation puts the energy above the lowest of the compared OMol25 structures with the same formula, charge and spin at 353.0 kJ/mol. The total charge is +1. Its orbital gap is 6.11 eV. For the HOMO energy, the calculation gives -10.728 eV.

***

# 2
C26H31N4O5S2 | wB97M-V/def2-TZVPD

CARTESIAN COORDINATES (ANGSTROEM)
C  -3.460  -4.474  5.402
C  -2.728  -3.493  5.468
C  -1.932  -2.144  5.316
C  -2.364  -1.425  3.935
C  -2.233  -2.530  2.790
C  -1.941  -1.907  1.371
C  -0.789  -0.991  1.243
N  -0.771  -0.637  -0.142
C  0.191  0.242  -0.852
C  0.940  1.298  0.069
C  2.514  0.971  0.029
C  3.184  1.544  -1.322
O  3.986  2.699  -1.001
C  -1.824  -1.287  -0.802
C  -2.159  -1.228  -2.330
C  -3.551  -0.543  -2.683
C  -3.964  0.656  -1.731
S  -3.092  2.217  -2.266
C  -2.786  3.144  -0.718
S  -1.348  3.997  -0.636
N  -3.693  3.153  0.424
C  -3.304  2.617  1.677
C  -4.492  2.848  2.548
N  -5.517  3.477  1.767
C  -5.010  3.662  0.478
N  -2.563  -2.074  0.104
C  -3.729  -2.958  -0.113
H  -4.088  -5.342  5.085
H  -0.845  -2.456  5.153
H  -2.036  -1.471  6.214
H  -3.448  -1.115  4.076
H  -1.697  -0.527  3.781
H  -3.100  -3.248  2.742
H  -1.318  -3.156  3.060
H  -0.064  -0.671  2.045
H  -0.272  0.775  -1.733
H  1.000  -0.442  -1.280
H  0.640  1.285  1.158
H  0.803  2.367  -0.290
H  3.028  1.522  0.881
H  2.694  -0.148  0.135
H  2.381  1.779  -2.088
H  3.908  0.771  -1.742
H  4.672  2.403  -0.358
H  -1.325  -0.770  -2.937
H  -2.229  -2.315  -2.683
H  -4.422  -1.269  -2.774
H  -3.431  -0.098  -3.729
H  -3.875  0.443  -0.625
H  -5.072  0.854  -1.926
H  -2.313  2.131  1.907
H  -4.576  2.566  3.630
H  -5.541  4.150  -0.389
H  -3.796  -3.629  0.803
H  -4.704  -2.398  -0.186
H  -3.518  -3.642  -0.991
C  9.245  0.004  -2.983
C  8.890  0.496  -1.747
C  7.416  0.903  -1.647
O  6.882  1.298  -0.603
C  6.594  0.827  -2.852
C  6.951  0.348  -4.092
C  8.397  -0.161  -4.165
O  8.885  -0.694  -5.162
O  6.241  0.283  -5.124
O  9.619  0.634  -0.735
H  10.268  -0.320  -3.144
H  5.586  1.200  -2.707

The multiplicity is 1. The total charge is -1. Its orbital gap is 1.32 eV. For the HOMO energy, the calculation gives -1.699 eV.

***

# 3
C26H31N5PdSb2 | wB97M-V/def2-TZVPD

CARTESIAN COORDINATES (ANGSTROEM)
Pd  -1.132  -0.152  0.372
N  -0.914  3.359  -2.823
C  -1.249  2.175  -2.263
N  -1.533  1.969  -1.031
C  -1.523  3.058  -0.163
N  -1.721  2.969  1.102
N  -1.996  1.656  1.529
C  -2.022  1.579  2.800
C  -2.314  0.288  3.448
C  -2.640  0.265  4.799
C  -2.936  -0.951  5.394
C  -2.898  -2.094  4.614
C  -2.556  -1.969  3.273
N  -2.257  -0.813  2.694
C  -1.261  4.405  -0.719
C  -1.318  5.562  0.065
C  -1.052  6.795  -0.487
C  -0.720  6.894  -1.843
C  -0.664  5.770  -2.635
C  -0.940  4.526  -2.065
H  -0.703  3.397  -3.805
H  -1.254  1.327  -2.944
H  -1.849  2.461  3.415
H  -2.665  1.186  5.367
H  -3.193  -1.001  6.445
H  -3.120  -3.070  5.024
H  -2.510  -2.842  2.631
H  -1.572  5.453  1.110
H  -1.099  7.685  0.127
H  -0.508  7.864  -2.275
H  -0.412  5.845  -3.686
C  -2.048  -3.758  -2.477
Sb  -1.160  -2.299  -1.128
C  -0.259  -3.819  0.079
C  0.472  -1.877  -2.528
C  1.755  -2.572  -2.204
C  1.933  -3.893  -2.617
C  3.056  -4.627  -2.273
C  4.042  -4.036  -1.497
C  3.893  -2.715  -1.105
C  2.771  -1.960  -1.451
C  2.707  -0.524  -1.015
Sb  1.389  -0.107  0.647
C  2.547  -1.224  2.062
C  2.269  1.803  1.065
H  -1.339  -4.555  -2.708
H  -2.348  -3.266  -3.404
H  -2.936  -4.193  -2.016
H  0.540  -4.342  -0.447
H  -1.031  -4.541  0.354
H  0.135  -3.362  0.986
H  0.575  -0.793  -2.510
H  0.112  -2.174  -3.515
H  1.156  -4.358  -3.216
H  3.159  -5.652  -2.607
H  4.927  -4.590  -1.211
H  4.675  -2.241  -0.521
H  2.385  0.129  -1.831
H  3.702  -0.195  -0.707
H  3.581  -0.876  2.079
H  2.527  -2.278  1.780
H  2.114  -1.121  3.057
H  3.354  1.727  1.141
H  1.866  2.193  2.000
H  2.009  2.501  0.268

The multiplicity is 1. The calculation puts the energy above the lowest of the compared OMol25 structures with the same formula, charge and spin at 23.1 kJ/mol. Its orbital gap is 5.80 eV. For the HOMO energy, the calculation gives -5.904 eV.

***

# 4
C26H31O2OsS6Te | wB97M-V/def2-TZVPD

CARTESIAN COORDINATES (ANGSTROEM)
Os  -0.508  0.423  0.240
C  -2.771  -2.514  0.984
Te  -0.811  -2.156  0.228
C  -1.657  -2.544  -1.690
C  -2.894  -3.356  -1.382
C  -3.498  -4.118  -2.377
C  -4.626  -4.866  -2.084
C  -5.151  -4.866  -0.798
C  -4.551  -4.113  0.198
C  -3.426  -3.349  -0.092
H  -3.268  -1.558  1.153
H  -2.686  -3.035  1.936
H  -0.927  -3.083  -2.292
H  -1.869  -1.587  -2.170
H  -3.081  -4.137  -3.376
H  -5.087  -5.466  -2.857
H  -6.018  -5.469  -0.567
H  -4.952  -4.129  1.204
O  -0.405  0.405  2.214
S  -0.857  1.667  3.076
C  0.659  2.169  3.940
C  0.307  2.133  5.426
C  -0.526  0.869  5.623
C  -1.608  0.916  4.545
H  0.981  3.134  3.555
H  1.386  1.397  3.677
H  -0.268  3.019  5.703
H  1.219  2.135  6.021
H  -0.982  0.824  6.610
H  0.092  -0.021  5.498
H  -2.436  1.575  4.811
H  -2.014  -0.044  4.227
C  7.203  -0.456  -3.324
C  5.929  -0.150  -2.620
C  5.624  1.155  -2.215
C  4.453  1.447  -1.561
C  4.191  2.873  -1.160
C  3.515  0.381  -1.314
C  2.320  0.735  -0.702
O  1.335  -0.068  -0.466
C  3.832  -0.968  -1.712
C  2.924  -2.132  -1.451
C  5.025  -1.191  -2.346
H  7.797  0.435  -3.511
H  6.995  -0.952  -4.274
H  7.793  -1.156  -2.727
H  6.334  1.945  -2.419
H  5.081  3.473  -1.334
H  3.939  2.971  -0.104
H  3.383  3.309  -1.752
H  2.188  1.773  -0.388
H  2.661  -2.201  -0.395
H  3.415  -3.057  -1.746
H  1.997  -2.037  -2.021
H  5.288  -2.198  -2.645
C  -5.644  1.923  -1.312
S  -5.094  3.572  -0.819
C  -3.397  3.531  -0.684
C  -2.483  2.498  -0.434
S  -2.634  0.858  -0.107
S  -0.809  2.944  -0.277
C  -1.013  4.716  -0.294
S  0.146  5.799  -0.131
S  -2.691  5.112  -0.713
H  -6.711  1.929  -1.092
H  -5.170  1.125  -0.752
H  -5.488  1.810  -2.382

The multiplicity is 1. The calculation puts the energy above the lowest of the compared OMol25 structures with the same formula, charge and spin at 73.9 kJ/mol. The total charge is +3. Its orbital gap (alpha / beta) is 5.15 / 5.15 eV. For the HOMO energy (alpha / beta), the calculation gives -15.957 / -15.957 eV.

***

| no. | maximum force (eV/Å) | E_tot (eV) |
| --- | --- | --- |
| 1 | 5.267 | -30435.403 |
| 2 | 4.194 | -65323.266 |
| 3 | 0.842 | -51468.946 |
| 4 | 0.958 | -106304.210 |